64
Properties=species:S:1:pos:R:3 method="wB97M-V/def2-TZVPD" multiplicity=1 lumo_ev=0.50 e_above_lowest_kcal_mol=23.84 homo_lumo_gap_ev=8.45 smiles="CCC(=O)N1c2ccc(S(=O)(=O)CCC(=O)N3CCN(c4ccccc4)CC3)cc2C[C@H]1C"
C -2.8268 -2.9651 1.0822
C -1.7379 -4.0290 0.9202
C -0.3785 -3.3835 1.1241
O 0.1255 -3.3224 2.2254
N 0.2061 -2.8147 0.0280
C 1.3555 -2.0199 0.0688
C 2.2804 -1.8719 1.0915
C 3.3311 -0.9858 0.8997
C 3.4333 -0.2672 -0.2749
S 4.7804 0.8951 -0.5092
O 6.0321 0.2344 -0.2571
O 4.5964 1.5068 -1.8050
C 4.5493 2.2092 0.7375
C 3.1788 2.8193 0.5241
C 2.1459 2.1353 1.4183
O 2.4849 1.4166 2.3406
N 0.8442 2.4162 1.1838
C 0.2943 3.0810 0.0261
C -0.3107 2.0265 -0.9209
N -1.3299 1.2527 -0.2418
C -2.6566 1.6801 -0.2960
C -3.2143 2.0275 -1.5318
C -4.5377 2.4030 -1.6371
C -5.3538 2.4307 -0.5184
C -4.8218 2.0706 0.7062
C -3.4937 1.7033 0.8221
C -0.8003 0.6490 0.9636
C -0.1751 1.6807 1.9111
C 2.5186 -0.4199 -1.3069
C 1.4842 -1.3099 -1.1321
C 0.3448 -1.6556 -2.0433
C -0.2695 -2.8894 -1.3578
C 0.2387 -4.1796 -2.0032
H -3.8107 -3.4180 0.9863
H -2.7335 -2.1803 0.3335
H -2.7514 -2.5097 2.0667
H -1.8548 -4.7753 1.7073
H -1.8246 -4.5255 -0.0439
H 2.1753 -2.4196 2.0118
H 4.0741 -0.8509 1.6677
H 5.3609 2.9097 0.5654
H 4.6382 1.7538 1.7203
H 2.9271 2.7060 -0.5318
H 3.1830 3.8850 0.7677
H 1.0476 3.6712 -0.4898
H -0.5018 3.7545 0.3662
H -0.7291 2.5235 -1.7939
H 0.4875 1.3485 -1.2425
H -2.6107 1.9852 -2.4261
H -4.9377 2.6675 -2.6051
H -6.3886 2.7242 -0.6022
H -5.4427 2.0840 1.5902
H -3.1166 1.4449 1.7990
H -1.5771 0.0748 1.4658
H -0.0079 -0.0432 0.6632
H 0.3007 1.1821 2.7556
H -0.9267 2.3894 2.2720
H 2.6520 0.1482 -2.2147
H 0.6747 -1.8795 -3.0566
H -0.3717 -0.8313 -2.0909
H -1.3594 -2.8544 -1.3898
H -0.0920 -5.0532 -1.4468
H -0.1287 -4.2579 -3.0233
H 1.3264 -4.1781 -2.0191



63
Properties=species:S:1:pos:R:3 method="wB97M-V/def2-TZVPD" multiplicity=5 lumo_ev="-2.87 / -6.10" e_above_lowest_kcal_mol=0.00 homo_lumo_gap_ev="4.16 / 4.72" charge=+1 s2=6.06
C -1.6909 2.8957 -3.6764
C -1.3445 1.7492 -2.9712
C 0.0357 1.4670 -2.7949
C 1.0255 2.3534 -3.2550
C 0.6503 3.4901 -3.9734
C -0.7064 3.7591 -4.1689
C 2.4126 1.9899 -2.8315
C 2.6692 0.5284 -3.0174
C 1.6250 -0.2993 -2.5691
C 1.7742 -1.7108 -2.5270
C 2.9684 -2.2570 -2.9874
C 3.9925 -1.4371 -3.4716
C 3.8471 -0.0477 -3.4983
H -2.7494 3.1126 -3.8111
H 1.4223 4.1601 -4.3612
H -1.0147 4.6551 -4.7034
H 3.1609 2.5990 -3.3293
H 3.0818 -3.3392 -2.9467
H 4.9140 -1.8996 -3.8206
H 4.6449 0.5954 -3.8795
N 0.4606 0.3215 -2.1363
Rh -0.0804 0.1081 -0.0345
C -2.3575 0.7999 -2.3921
H -2.2268 -0.2270 -2.7635
H -3.3753 1.1284 -2.6204
C 0.6321 -2.5403 -2.0214
H -0.2751 -2.4085 -2.6313
H 0.8983 -3.6021 -2.0287
P -2.1921 0.7092 -0.5462
P 0.1392 -2.0876 -0.2855
C 1.3457 -3.0529 0.6939
H 1.0718 -3.0161 1.7541
H 1.3715 -4.0980 0.3559
H 2.3372 -2.6042 0.5705
C -1.3880 -3.0647 -0.0899
H -1.1601 -4.1370 -0.1608
H -1.8312 -2.8705 0.8923
H -2.1170 -2.8113 -0.8671
C -2.6237 2.4108 -0.0566
H -3.5312 2.7414 -0.5774
H -2.7861 2.4568 1.0255
H -1.8002 3.0858 -0.3121
C -3.6006 -0.2771 0.0209
H -3.5335 -0.4039 1.1068
H -4.5368 0.2454 -0.2154
H -3.6130 -1.2652 -0.4493
H 2.3832 2.1106 -1.6950
H 1.3115 -0.5965 0.3732
N -1.6892 -0.1275 6.9793
C -1.6836 0.9373 6.1219
O -2.0153 2.0632 6.4753
C -1.2766 0.6400 4.7117
C -1.0328 -0.6404 4.1948
C -0.7011 -0.8006 2.8462
N -0.5780 0.2594 2.0218
C -0.7691 1.5011 2.5032
C -1.1571 1.7142 3.8225
H -1.8908 0.0724 7.9508
H -1.3214 -1.0304 6.7565
H -1.1117 -1.5387 4.8011
H -0.5124 -1.7995 2.4303
H -0.6166 2.3239 1.7980
H -1.3657 2.7350 4.1220



66
Properties=species:S:1:pos:R:3 method="wB97M-V/def2-TZVPD" multiplicity=1 lumo_ev=0.26 e_above_lowest_kcal_mol=19.49 homo_lumo_gap_ev=7.93 smiles="CCN(CC)C(=O)Cn1cnc2sc(C(=O)N3CCN(c4ccc(OC)cc4)CC3)c(C)c2c1=O"
C -4.5335 -3.5724 -1.5197
C -5.8794 -3.1968 -0.9081
N -5.7864 -1.9741 -0.1241
C -5.4063 -2.1261 1.2681
C -6.6255 -2.2846 2.1756
C -6.0809 -0.8203 -0.7436
O -6.3924 -0.7616 -1.9206
C -5.9846 0.4929 0.0539
N -4.7589 1.1735 -0.3219
C -4.6595 1.7298 -1.5528
N -3.6208 2.3361 -2.0112
C -2.5670 2.4057 -1.1759
S -1.0896 3.1943 -1.5876
C -0.4179 2.7808 -0.0251
C 0.9197 3.2916 0.3812
O 1.0358 4.0268 1.3460
N 1.9675 2.9314 -0.3934
C 1.9840 1.8387 -1.3352
C 2.8124 0.6884 -0.7519
N 4.1506 1.1550 -0.4572
C 5.1824 0.2096 -0.4163
C 6.0544 0.0843 0.6603
C 7.1022 -0.8228 0.6390
C 7.2981 -1.6426 -0.4626
O 8.2890 -2.5757 -0.5880
C 9.1918 -2.7353 0.4768
C 6.4282 -1.5239 -1.5474
C 5.3981 -0.6132 -1.5269
C 4.1276 2.2236 0.5174
C 3.2974 3.3818 -0.0446
C -1.2908 2.0962 0.7702
C -0.9779 1.6217 2.1471
C -2.5303 1.8621 0.1048
C -3.6927 1.1694 0.5963
O -3.8183 0.6156 1.6751
H -4.2054 -2.7871 -2.1958
H -4.6273 -4.4981 -2.0805
H -3.7783 -3.7072 -0.7480
H -6.2442 -3.9963 -0.2597
H -6.6049 -3.0237 -1.7059
H -4.7845 -3.0215 1.3388
H -4.7960 -1.2825 1.5954
H -7.2124 -3.1530 1.8844
H -6.3013 -2.4140 3.2043
H -7.2667 -1.4082 2.1215
H -5.9759 0.3604 1.1339
H -6.8370 1.1100 -0.2412
H -5.5222 1.6354 -2.1964
H 0.9719 1.4961 -1.5437
H 2.4454 2.1858 -2.2654
H 2.8529 -0.1355 -1.4626
H 2.3136 0.3299 0.1667
H 5.9239 0.6890 1.5441
H 7.7504 -0.8803 1.4995
H 9.8825 -3.5169 0.1640
H 8.6825 -3.0502 1.3940
H 9.7527 -1.8150 0.6715
H 6.5905 -2.1563 -2.4059
H 4.7580 -0.5248 -2.3915
H 5.1455 2.5740 0.6902
H 3.6880 1.9010 1.4760
H 3.2008 4.1764 0.6964
H 3.7784 3.7708 -0.9472
H -0.2534 2.2824 2.6152
H -1.8879 1.5869 2.7393
H -0.5663 0.6123 2.1108



68
Properties=species:S:1:pos:R:3 method="wB97M-V/def2-TZVPD" multiplicity=1 lumo_ev=0.02 e_above_lowest_kcal_mol=66.15 homo_lumo_gap_ev=8.03 smiles="Oc1ccc(O)cc1.Oc1ccc(O)cc1.Oc1ccc(O)cc1.NC(N)=O.CC#N.CC#N.CC#N"
O -14.3689 20.7972 11.2922
C -15.6670 21.2658 11.3821
C -16.0022 22.2035 12.3762
C -17.3636 22.5725 12.4652
C -18.3612 21.8535 11.8596
O -19.7105 22.0754 11.9236
C -17.9668 20.8624 10.9388
C -16.6244 20.6309 10.7641
H -13.7488 21.4135 11.6888
H -15.2226 22.8558 12.7410
H -17.7193 23.3511 13.1238
H -20.1387 21.3660 11.4388
H -18.6886 20.3007 10.3646
H -16.4018 19.8775 10.0230
O -20.5034 11.1451 8.5513
C -20.3426 12.4238 8.9786
C -19.5441 12.6762 10.0713
C -19.4897 13.9740 10.6092
C -20.3282 14.9373 10.1255
O -20.3073 16.1481 10.7701
C -21.1013 14.7466 8.9724
C -21.0308 13.4755 8.3774
H -19.8143 10.6740 9.0255
H -18.8368 11.9438 10.4314
H -18.8090 14.1690 11.4246
H -19.7720 16.0875 11.5647
H -21.6233 15.6273 8.6286
H -21.6683 13.3681 7.5123
O -16.1992 8.9798 6.2821
C -15.4262 9.8501 5.5962
C -15.3187 9.7224 4.1908
C -14.2226 10.3739 3.5003
C -13.3358 11.1616 4.2306
O -12.2578 11.6377 3.6204
C -13.5102 11.2204 5.6216
C -14.4944 10.5413 6.3138
H -15.9965 8.9074 7.2177
H -16.0768 9.1985 3.6276
H -14.0733 10.3270 2.4317
H -12.2849 10.9623 2.9387
H -12.7636 11.7899 6.1550
H -14.6651 10.6594 7.3737
N -13.1972 17.2820 9.3773
C -13.9407 16.1636 9.3582
N -14.3795 16.0074 10.5603
O -14.1235 15.4164 8.4502
H -13.2682 17.8961 10.1761
H -12.2515 17.2509 9.0240
H -14.9422 15.1853 10.7261
H -14.6873 16.8121 11.0874
C -9.9090 13.7218 10.3202
C -9.9051 12.5076 9.6029
N -9.9941 11.4401 9.0721
H -10.1984 14.4989 9.6127
H -8.8893 14.0273 10.5546
H -10.5488 13.6489 11.1996
C -10.8393 17.1857 4.9386
C -10.0350 17.8960 5.9706
N -9.4254 18.4300 6.7883
H -10.3997 16.1890 4.9002
H -10.7404 17.7752 4.0272
H -11.8569 16.8642 5.1608
C -17.1370 14.7532 5.0655
C -16.3196 15.7936 4.4313
N -15.6704 16.6274 3.9122
H -17.8501 15.0135 5.8476
H -16.4675 14.1081 5.6344
H -17.7271 14.1660 4.3618



Repeat the first record exactly.
64
Properties=species:S:1:pos:R:3 method="wB97M-V/def2-TZVPD" multiplicity=1 lumo_ev=0.50 e_above_lowest_kcal_mol=23.84 homo_lumo_gap_ev=8.45 smiles="CCC(=O)N1c2ccc(S(=O)(=O)CCC(=O)N3CCN(c4ccccc4)CC3)cc2C[C@H]1C"
C -2.8268 -2.9651 1.0822
C -1.7379 -4.0290 0.9202
C -0.3785 -3.3835 1.1241
O 0.1255 -3.3224 2.2254
N 0.2061 -2.8147 0.0280
C 1.3555 -2.0199 0.0688
C 2.2804 -1.8719 1.0915
C 3.3311 -0.9858 0.8997
C 3.4333 -0.2672 -0.2749
S 4.7804 0.8951 -0.5092
O 6.0321 0.2344 -0.2571
O 4.5964 1.5068 -1.8050
C 4.5493 2.2092 0.7375
C 3.1788 2.8193 0.5241
C 2.1459 2.1353 1.4183
O 2.4849 1.4166 2.3406
N 0.8442 2.4162 1.1838
C 0.2943 3.0810 0.0261
C -0.3107 2.0265 -0.9209
N -1.3299 1.2527 -0.2418
C -2.6566 1.6801 -0.2960
C -3.2143 2.0275 -1.5318
C -4.5377 2.4030 -1.6371
C -5.3538 2.4307 -0.5184
C -4.8218 2.0706 0.7062
C -3.4937 1.7033 0.8221
C -0.8003 0.6490 0.9636
C -0.1751 1.6807 1.9111
C 2.5186 -0.4199 -1.3069
C 1.4842 -1.3099 -1.1321
C 0.3448 -1.6556 -2.0433
C -0.2695 -2.8894 -1.3578
C 0.2387 -4.1796 -2.0032
H -3.8107 -3.4180 0.9863
H -2.7335 -2.1803 0.3335
H -2.7514 -2.5097 2.0667
H -1.8548 -4.7753 1.7073
H -1.8246 -4.5255 -0.0439
H 2.1753 -2.4196 2.0118
H 4.0741 -0.8509 1.6677
H 5.3609 2.9097 0.5654
H 4.6382 1.7538 1.7203
H 2.9271 2.7060 -0.5318
H 3.1830 3.8850 0.7677
H 1.0476 3.6712 -0.4898
H -0.5018 3.7545 0.3662
H -0.7291 2.5235 -1.7939
H 0.4875 1.3485 -1.2425
H -2.6107 1.9852 -2.4261
H -4.9377 2.6675 -2.6051
H -6.3886 2.7242 -0.6022
H -5.4427 2.0840 1.5902
H -3.1166 1.4449 1.7990
H -1.5771 0.0748 1.4658
H -0.0079 -0.0432 0.6632
H 0.3007 1.1821 2.7556
H -0.9267 2.3894 2.2720
H 2.6520 0.1482 -2.2147
H 0.6747 -1.8795 -3.0566
H -0.3717 -0.8313 -2.0909
H -1.3594 -2.8544 -1.3898
H -0.0920 -5.0532 -1.4468
H -0.1287 -4.2579 -3.0233
H 1.3264 -4.1781 -2.0191



Copy entry 2 word for word.
63
Properties=species:S:1:pos:R:3 method="wB97M-V/def2-TZVPD" multiplicity=5 lumo_ev="-2.87 / -6.10" e_above_lowest_kcal_mol=0.00 homo_lumo_gap_ev="4.16 / 4.72" charge=+1 s2=6.06
C -1.6909 2.8957 -3.6764
C -1.3445 1.7492 -2.9712
C 0.0357 1.4670 -2.7949
C 1.0255 2.3534 -3.2550
C 0.6503 3.4901 -3.9734
C -0.7064 3.7591 -4.1689
C 2.4126 1.9899 -2.8315
C 2.6692 0.5284 -3.0174
C 1.6250 -0.2993 -2.5691
C 1.7742 -1.7108 -2.5270
C 2.9684 -2.2570 -2.9874
C 3.9925 -1.4371 -3.4716
C 3.8471 -0.0477 -3.4983
H -2.7494 3.1126 -3.8111
H 1.4223 4.1601 -4.3612
H -1.0147 4.6551 -4.7034
H 3.1609 2.5990 -3.3293
H 3.0818 -3.3392 -2.9467
H 4.9140 -1.8996 -3.8206
H 4.6449 0.5954 -3.8795
N 0.4606 0.3215 -2.1363
Rh -0.0804 0.1081 -0.0345
C -2.3575 0.7999 -2.3921
H -2.2268 -0.2270 -2.7635
H -3.3753 1.1284 -2.6204
C 0.6321 -2.5403 -2.0214
H -0.2751 -2.4085 -2.6313
H 0.8983 -3.6021 -2.0287
P -2.1921 0.7092 -0.5462
P 0.1392 -2.0876 -0.2855
C 1.3457 -3.0529 0.6939
H 1.0718 -3.0161 1.7541
H 1.3715 -4.0980 0.3559
H 2.3372 -2.6042 0.5705
C -1.3880 -3.0647 -0.0899
H -1.1601 -4.1370 -0.1608
H -1.8312 -2.8705 0.8923
H -2.1170 -2.8113 -0.8671
C -2.6237 2.4108 -0.0566
H -3.5312 2.7414 -0.5774
H -2.7861 2.4568 1.0255
H -1.8002 3.0858 -0.3121
C -3.6006 -0.2771 0.0209
H -3.5335 -0.4039 1.1068
H -4.5368 0.2454 -0.2154
H -3.6130 -1.2652 -0.4493
H 2.3832 2.1106 -1.6950
H 1.3115 -0.5965 0.3732
N -1.6892 -0.1275 6.9793
C -1.6836 0.9373 6.1219
O -2.0153 2.0632 6.4753
C -1.2766 0.6400 4.7117
C -1.0328 -0.6404 4.1948
C -0.7011 -0.8006 2.8462
N -0.5780 0.2594 2.0218
C -0.7691 1.5011 2.5032
C -1.1571 1.7142 3.8225
H -1.8908 0.0724 7.9508
H -1.3214 -1.0304 6.7565
H -1.1117 -1.5387 4.8011
H -0.5124 -1.7995 2.4303
H -0.6166 2.3239 1.7980
H -1.3657 2.7350 4.1220